A:
C3H9N2S | ωB97M-V with the def2-TZVPD basis set

Computed properties:
LUMO level in eV: -4.39
Total charge: +1

Last column: Löwdin charge in e.
Atoms and positions in Å:
C -0.72 -1.23 -0.21  -0.346
C 1.37 -0.39 0.97  0.117
C 0.63 -1.34 0.33  -0.072
N -1.51 -2.26 0.01  0.275
N -1.01 -0.05 -0.69  0.231
S 0.49 3.43 -0.54  0.512
H 1.18 0.70 0.77  0.053
H 2.28 -0.54 1.47  0.065
H 1.62 3.47 -1.22  -0.213
H 1.05 -2.39 0.42  0.137
H -1.11 -3.01 0.40  0.088
H -2.44 -2.15 -0.26  0.135
H -0.58 0.84 -0.46  0.072
H -1.91 0.26 -0.98  0.131
H 0.67 4.65 -0.01  -0.185

***

B:
C3H9N2S | ωB97M-V with the def2-TZVPD basis set

Computed properties:
LUMO level (spin up / spin down) in eV: -4.44 / -4.44
Total charge: +1

Last column: Löwdin charge in e.
Atoms and positions in Å:
C 1.44 0.32 1.10  0.067
C -0.27 -1.55 -1.04  -0.358
C -1.46 0.51 0.49  -0.546
N -1.37 1.56 -0.40  0.005
N 1.84 -0.57 0.25  0.138
S -1.38 -1.14 0.22  0.997
H 1.54 1.35 1.00  0.087
H 1.13 -0.07 2.08  0.113
H -0.15 -0.86 -1.80  -0.018
H -0.24 -2.52 -1.29  -0.033
H -2.12 0.65 1.33  0.069
H -1.43 2.56 -0.07  0.126
H -1.31 1.58 -1.48  0.155
H 2.22 -0.31 -0.60  0.113
H 1.56 -1.51 0.20  0.085

***

Least stable: B

***

A:
C3H9N2S | ωB97M-V with the def2-TZVPD basis set

Computed properties:
LUMO level in eV: -3.76
Total charge: +1

Last column: Löwdin charge in e.
Atoms and positions in Å:
C -1.31 -0.45 0.17  -0.733
C 1.03 -0.34 -0.69  -0.046
C 0.14 0.23 0.39  -0.387
N -1.38 -1.76 0.10  0.107
N -0.07 1.67 0.36  0.020
S -2.63 0.56 0.02  0.818
H 0.86 0.24 -1.61  0.109
H 1.01 -1.45 -0.89  0.110
H 2.00 -0.13 -0.31  0.076
H 0.52 -0.12 1.42  0.188
H -0.51 -2.27 0.08  0.100
H -2.22 -2.41 0.23  0.187
H -1.35 1.77 0.40  0.050
H 0.38 2.31 -0.48  0.238
H 0.12 2.07 1.32  0.164

***

B:
C3H9N2S | ωB97M-V with the def2-TZVPD basis set

Computed properties:
LUMO level in eV: -5.36
Total charge: +1

Last column: Löwdin charge in e.
Atoms and positions in Å:
C 2.45 0.33 2.83  -0.219
C -0.61 -0.25 -1.61  -0.223
C -1.30 -0.78 -0.52  -0.078
N 0.46 -0.11 1.23  -0.331
N -0.73 0.99 -2.07  0.152
S 2.01 -0.12 1.31  1.053
H 3.46 0.50 3.15  0.046
H 1.72 0.12 3.57  0.033
H 0.34 -0.70 -1.90  0.134
H -2.19 -0.29 -0.47  0.042
H -0.16 -0.24 0.34  -0.030
H -1.29 -1.87 -0.28  0.105
H -0.20 -0.18 2.07  0.142
H -1.40 1.43 -1.56  0.071
H -0.07 1.44 -2.62  0.104

***

Least stable: B

***

A:
C7H11N2 | ωB97M-V with the def2-TZVPD basis set

Computed properties:
LUMO level (spin up / spin down) in eV: -4.24 / -4.24
Total charge: +1

Last column: Löwdin charge in e.
Atoms and positions in Å:
C -1.76 1.02 -0.13  0.023
C 0.46 1.90 -0.06  -0.044
C -1.36 -0.41 -0.13  -0.197
C -2.34 -1.26 0.24  0.056
C 0.18 -0.49 -0.04  -0.107
C 0.64 -1.93 -0.06  0.034
C 2.39 0.43 -0.07  0.042
N 0.94 0.60 -0.12  -0.063
N -0.88 1.98 0.04  0.087
H -2.78 1.17 0.07  0.126
H 1.09 2.71 -0.12  0.115
H -2.20 -2.40 0.17  0.102
H -3.40 -0.99 0.38  0.077
H 1.61 -1.94 -0.54  0.085
H -0.08 -2.36 -0.65  0.059
H 0.61 -2.30 0.91  0.095
H 2.63 -0.24 -0.87  0.104
H 2.73 1.37 -0.34  0.071
H 2.64 0.23 1.01  0.155
H -1.15 2.90 0.32  0.181

***

B:
C7H11N2 | ωB97M-V with the def2-TZVPD basis set

Computed properties:
LUMO level in eV: -3.59
Total charge: +1
SMILES: [NH3+][C@H]1CCn2cccc21

Last column: Löwdin charge in e.
Atoms and positions in Å:
C 2.88 -0.51 0.01  -0.055
C 1.81 -1.32 -0.40  -0.015
C 2.39 0.75 0.28  -0.045
C 0.69 -0.51 -0.38  -0.241
C -1.15 0.93 -0.63  -0.083
C -0.02 1.67 0.11  -0.090
C -0.76 -0.55 -0.60  -0.191
N 1.07 0.73 0.04  -0.073
N -1.43 -1.26 0.60  0.235
H 3.90 -0.82 0.10  0.106
H 1.86 -2.35 -0.70  0.107
H 2.91 1.63 0.60  0.129
H -2.13 1.13 -0.19  0.122
H -1.18 1.26 -1.67  0.134
H 0.24 2.62 -0.38  0.138
H -0.27 1.90 1.15  0.131
H -1.09 -1.10 -1.48  0.162
H -1.15 -0.78 1.47  0.178
H -1.09 -2.23 0.65  0.177
H -2.45 -1.26 0.52  0.173

***

C:
C7H11N2 | ωB97M-V with the def2-TZVPD basis set

Computed properties:
LUMO level in eV: -2.84
Total charge: +1

Last column: Löwdin charge in e.
Atoms and positions in Å:
C -3.34 -1.01 -0.16  -0.025
C -2.06 -1.10 -0.36  -0.039
C -2.46 0.94 0.23  -0.103
C 3.93 -1.09 0.39  0.053
C 3.26 -0.17 -0.32  -0.139
C 1.18 1.19 -0.25  -0.056
C 2.12 0.51 0.37  -0.149
N -3.63 0.32 0.22  0.138
N -1.55 0.13 -0.09  0.109
H -4.21 -1.62 -0.41  0.151
H -1.53 -2.02 -0.52  0.148
H -2.32 2.07 0.44  0.208
H 4.69 -1.81 0.11  0.078
H 3.46 -1.25 1.27  0.021
H 3.69 0.09 -1.26  0.099
H 0.49 1.85 0.26  0.068
H 1.34 1.33 -1.32  0.081
H -0.60 0.48 -0.25  0.097
H 2.05 0.36 1.40  0.090
H -4.50 0.79 0.26  0.170

***

Least stable: A

***

A:
C5H14 | ωB97M-V with the def2-TZVPD basis set

Computed properties:
LUMO level (spin up / spin down) in eV: 4.27 / 4.25
Total charge: -1
2S+1: 2
⟨S²⟩: 0.7505

Last column: Mulliken spin population.
Atoms and positions in Å:
C 1.68 -2.22 -1.20  0.465
C 1.39 -1.16 -2.41  1.692
H 2.63 -2.06 -0.97  -0.142
H 0.81 -1.94 -0.48  0.007
H 1.55 -3.28 -1.46  -0.204
H 2.23 -0.52 -2.54  -0.404
H 0.28 -0.99 -2.31  -0.881
H 1.21 -1.66 -3.32  -0.047
C -1.22 1.36 1.83  -0.312
C 0.27 1.43 1.46  0.889
C -2.26 1.02 0.74  1.328
H -1.47 0.66 2.76  -0.119
H -1.43 2.43 2.25  0.054
H 0.76 0.51 1.86  -0.160
H -1.91 0.55 -0.10  0.038
H 0.84 2.11 2.02  -0.252
H 0.25 1.76 0.47  -0.164
H -2.72 0.19 1.04  -0.393
H -2.89 1.82 0.36  -0.393

***

B:
C5H14 | ωB97M-V with the def2-TZVPD basis set

Computed properties:
LUMO level (spin up / spin down) in eV: 4.22 / 4.25
Total charge: -1
2S+1: 2
⟨S²⟩: 0.7503

Last column: Mulliken spin population.
Atoms and positions in Å:
C 1.05 1.71 1.66  -0.651
C -0.47 1.91 1.44  1.449
H 1.20 1.07 2.53  -0.237
H 1.33 1.06 0.81  0.482
H 1.63 2.62 1.75  -0.110
H -0.86 2.82 1.92  -0.632
H -0.98 1.03 1.78  0.072
H -0.74 1.96 0.37  -0.228
C -0.05 -1.63 -1.66  -0.525
C -1.33 -1.75 -0.84  2.207
C 0.95 -0.72 -0.93  -0.165
H 0.29 -2.64 -1.90  -0.332
H -0.26 -1.19 -2.66  -0.232
H -1.20 -2.18 0.14  -0.185
H -2.14 -2.22 -1.40  -1.021
H 0.26 0.10 -0.67  0.513
H 1.47 -0.99 -0.02  0.019
H -1.78 -0.75 -0.72  -0.052
H 1.64 -0.22 -1.62  0.629

***

Least stable: A

***

A:
C2H8N2O | ωB97M-V with the def2-TZVPD basis set

Computed properties:
LUMO level in eV: 0.84
Total charge: 0
SMILES: C/N=C\N.O

Last column: Löwdin charge in e.
Atoms and positions in Å:
C -0.09 0.82 -2.06  -0.193
N -0.81 0.33 0.63  0.090
C 0.38 -0.07 0.02  -0.294
N 0.69 0.02 -1.20  -0.025
H -1.16 0.52 -2.14  0.080
H 0.37 0.73 -3.06  0.072
H -0.18 1.92 -1.96  0.084
H -1.55 0.68 0.04  0.070
H -0.82 0.72 1.56  0.093
H 0.84 -0.87 0.62  0.089
H 0.69 -1.13 1.91  -0.046
H 0.77 -2.32 2.81  0.044
O 0.87 -1.36 2.83  -0.064

***

B:
C2H8N2O | ωB97M-V with the def2-TZVPD basis set

Computed properties:
LUMO level in eV: 0.98
Total charge: 0
SMILES: [H]/N=C/NC.O

Last column: Löwdin charge in e.
Atoms and positions in Å:
C -2.00 -0.42 -2.21  -0.094
N -1.24 -0.86 -1.05  -0.067
C 0.00 -0.43 -0.73  -0.358
N 0.71 -1.00 0.17  0.038
H -3.02 -0.22 -1.88  0.076
H -1.98 -1.16 -3.01  0.076
H -1.58 0.51 -2.59  0.074
H -1.45 -1.79 -0.71  0.127
H 0.35 0.49 -1.17  0.112
H 1.43 -0.36 0.48  0.016
H 2.94 1.63 3.28  0.035
H 1.70 1.76 4.02  0.036
O 2.17 2.21 3.30  -0.071

***

C:
C2H8N2O | ωB97M-V with the def2-TZVPD basis set

Computed properties:
LUMO level in eV: 0.84
Total charge: 0
SMILES: C/N=C\N.O

Last column: Löwdin charge in e.
Atoms and positions in Å:
C -0.74 0.46 0.55  -0.179
N 1.77 1.51 1.32  0.062
C 1.38 1.29 0.01  -0.301
N 0.23 0.91 -0.37  -0.053
H -1.38 -0.37 0.16  0.075
H -1.58 1.16 0.67  0.079
H -0.27 0.04 1.45  0.064
H 1.16 1.29 2.08  0.062
H 2.28 2.35 1.55  0.081
H 2.12 1.64 -0.72  0.111
H -2.21 -3.79 -1.93  0.028
H -1.44 -2.78 -2.52  0.035
O -1.31 -3.70 -2.26  -0.064

***

Least stable: A

***

A:
C3HN3O | ωB97M-V with the def2-TZVPD basis set

Computed properties:
LUMO level in eV: -0.62
Total charge: 0

Last column: Löwdin charge in e.
Atoms and positions in Å:
N 0.23 -1.05 1.51  0.069
C -0.74 -0.31 1.70  0.024
C 0.16 -0.14 0.32  -0.461
C -0.35 -0.50 -1.00  -0.228
O -0.05 0.12 -2.00  0.044
N 1.66 1.80 0.14  0.350
N 1.00 0.92 0.28  0.067
H -1.03 -1.38 -0.99  0.136

***

B:
C3HN3O | ωB97M-V with the def2-TZVPD basis set

Computed properties:
LUMO level in eV: -1.06
Total charge: 0
SMILES: N#C/C=N\N=C=O

Last column: Löwdin charge in e.
Atoms and positions in Å:
C 1.11 1.44 0.35  -0.172
C 0.83 0.08 0.79  -0.151
C -1.61 -1.18 -1.04  -0.080
N 1.41 2.50 0.07  0.165
N 0.04 -0.79 0.57  0.008
N -0.90 -0.57 -0.19  0.060
O -2.62 -1.38 -1.79  0.071
H 1.75 -0.09 1.23  0.099

***

C:
C3HN3O | ωB97M-V with the def2-TZVPD basis set

Computed properties:
LUMO level (spin up / spin down) in eV: -1.49 / -1.49
Total charge: 0

Last column: Löwdin charge in e.
Atoms and positions in Å:
C 0.75 1.53 -0.06  -0.193
C -1.18 -0.34 -0.19  0.021
C 0.87 0.18 -0.16  -0.194
N 0.53 2.64 0.11  0.212
N -0.83 -1.47 0.10  -0.198
N 0.05 -2.26 0.06  0.169
O 1.45 -0.85 -0.04  0.106
H -1.64 0.58 0.18  0.077

***

Least stable: C